Below is a molecular structure, C22H47GaO2Se2Si, with properties calculated with wB97M-V/def2-TZVPD.

```
75
Properties=species:S:1:pos:R:3:forces:R:3
Se -0.684275 2.579570 -0.435365 0.281 -0.197 0.201
Se 2.822823 0.485957 -0.369657 -0.260 0.294 0.187
Ga 0.422928 0.400702 0.788117 0.318 0.330 -0.438
Si -0.578197 -1.528590 -0.401536 -0.179 -0.239 0.273
O 1.687587 4.961517 0.105945 0.023 -0.050 -0.082
O 2.555383 3.888818 -3.890303 0.053 0.031 0.022
C -3.295553 -2.753571 -0.277731 -0.009 0.030 0.003
C -2.821650 -0.876119 1.274829 -0.035 0.004 -0.003
C -2.532504 -1.431282 -0.128266 -0.001 0.028 -0.063
C -3.151445 -0.410607 -1.097528 0.025 0.005 0.026
C 0.539732 3.120466 -1.889594 -0.038 0.031 0.205
C 2.047922 3.190839 -1.558509 -0.069 0.042 -0.010
C -0.226408 -4.480479 -0.219485 0.004 0.011 0.008
C -0.247977 -1.709390 -2.324322 0.053 0.079 -0.012
C 2.306482 3.694544 -0.134223 -0.036 0.044 -0.057
C 1.177852 -2.205847 -2.606221 -0.001 0.018 -0.003
C 1.615080 -3.043051 0.643830 0.012 0.028 -0.036
C 0.514022 0.404857 2.704344 -0.622 -0.079 -0.336
C -0.326869 -0.304538 -2.939334 -0.026 -0.043 -0.015
C 1.025278 2.785297 3.351643 -0.071 0.009 -0.046
C -1.208723 -2.638509 -3.075689 0.034 0.009 -0.024
C 0.088252 -3.155977 0.488050 0.040 0.014 -0.015
C 0.111209 1.578401 3.597650 0.456 -0.107 0.134
C 2.739714 1.835486 -1.815217 -0.066 -0.164 0.056
C -0.462497 -3.251369 1.917301 -0.058 -0.020 -0.020
C -1.351537 2.032242 3.443597 -0.006 0.093 -0.002
C 2.689023 4.218560 -2.502782 -0.015 -0.088 -0.097
C 0.296052 1.141783 5.065178 -0.013 0.105 0.024
H 1.899031 -2.123421 1.159950 -0.032 -0.007 0.057
H 2.241643 1.340843 -2.652477 0.069 0.068 -0.122
H 0.064723 1.959642 5.766441 -0.011 -0.041 -0.020
H -4.371955 -2.575004 -0.131553 0.006 0.000 -0.011
H -2.987116 -3.489858 0.465220 -0.011 -0.005 0.021
H 0.172734 -5.318381 0.372012 -0.003 0.002 0.006
H 2.218581 5.192154 -2.372779 -0.021 0.003 0.015
H 2.144256 -3.056589 -0.308512 -0.010 0.005 -0.007
H -2.334315 0.086326 1.436470 0.008 0.003 -0.009
H 0.787428 3.255157 2.393121 0.008 -0.024 0.020
H -3.152316 -0.754968 -2.131924 -0.007 -0.015 -0.022
H 1.325617 0.816833 5.222712 0.013 -0.001 0.005
H -0.194339 -0.417435 2.910350 0.026 -0.014 0.231
H 0.227583 -4.539946 -1.209076 0.014 -0.006 0.004
H -1.184675 -3.658350 -2.686059 0.003 -0.006 -0.012
H 3.780820 2.006669 -2.108631 0.022 -0.009 0.081
H 3.382265 3.818052 0.019144 0.001 0.065 0.009
H -1.319340 0.140610 -2.874352 0.026 0.004 0.008
H -2.629293 0.549036 -1.057760 -0.026 -0.025 0.003
H -0.039827 -0.346590 -4.000838 -0.004 -0.002 -0.006
H 1.320939 -3.250095 -2.325771 0.005 -0.013 0.004
H -1.530187 -3.477913 1.941334 0.003 -0.001 -0.005
H 3.752732 4.314480 -2.244858 0.030 0.005 -0.019
H 0.057683 -4.061287 2.448384 -0.015 -0.020 -0.005
H 1.957058 2.963567 0.592802 0.056 -0.050 -0.083
H 0.186262 4.107358 -2.192311 0.050 0.009 -0.007
H 0.913286 3.544337 4.138799 -0.024 0.006 -0.041
H 1.981004 -3.886234 1.248210 0.004 -0.023 -0.029
H -4.198258 -0.232343 -0.811475 -0.009 -0.017 -0.006
H -0.913597 -2.680521 -4.135097 -0.007 -0.010 0.002
H -3.166609 -3.204010 -1.263347 -0.002 0.001 -0.016
H 2.772595 2.953247 -3.969140 -0.034 -0.003 -0.003
H -2.027228 1.190665 3.622059 -0.001 -0.010 -0.001
H 1.924463 -1.601783 -2.086904 0.002 0.018 0.006
H -0.361810 0.297203 5.292858 0.014 -0.017 -0.011
H -2.492417 -1.537832 2.074991 0.030 -0.008 0.015
H -3.906352 -0.723981 1.386968 0.009 -0.038 0.005
H -0.291180 -2.333263 2.478829 0.040 0.023 0.018
H -2.241234 -2.294316 -3.041138 -0.022 0.021 -0.003
H -1.609171 2.835361 4.153537 -0.004 -0.020 -0.004
H -1.530839 2.408397 2.433403 0.020 -0.032 -0.008
H -1.299661 -4.642907 -0.337524 -0.004 -0.007 0.007
H 0.378159 2.454896 -2.734895 0.037 0.032 -0.059
H 2.066153 2.455927 3.318470 0.000 -0.002 0.027
H 1.370860 -2.129001 -3.687144 -0.003 -0.013 0.011
H 0.744308 4.750180 0.195794 -0.048 -0.040 0.073
H 0.359829 0.365354 -2.422995 0.011 -0.004 -0.002
```
Forces are in eV/Å.

As for the charge: -2.

=====

Below is a molecular structure, C2H2N2O4 in a non-equilibrium geometry, with properties calculated with wB97M-V/def2-TZVPD.

```
10
Properties=species:S:1:pos:R:3:forces:R:3
O 1.112389 -1.574959 -0.113511 2.595 2.792 0.812
O 2.617019 0.098897 -0.103018 -1.924 0.289 0.830
O -1.954397 -0.124437 -0.104295 -2.375 -5.046 2.845
O 0.185766 1.847239 -0.398904 -2.640 2.686 3.121
N -0.189910 -1.584459 -0.309952 -3.887 0.055 0.637
N 0.283261 0.633027 0.280744 0.090 -4.315 -0.357
C 1.460724 -0.202013 0.061957 3.399 0.608 -1.293
C -0.670181 -0.429766 -0.045147 0.174 1.320 -0.837
H -0.451576 2.556308 0.323834 3.052 -3.395 -3.130
H -2.393093 -1.219833 0.408294 1.517 5.005 -2.627
```
Forces are in eV/Å.

Its energy above the lowest of the compared OMol25 structures with the same formula, charge and spin is 107.38 kcal per mole.

=====

Below is C20H17N3O4S in the gas phase in a non-equilibrium geometry, with properties calculated with wB97M-V/def2-TZVPD.

```
45
Properties=species:S:1:pos:R:3:forces:R:3
S -3.238036 -0.012574 0.329844 0.491 0.106 -0.001
O 4.227770 -1.211108 -3.801209 0.072 -0.091 -0.213
O -3.269023 -1.079979 -0.654061 -0.103 0.128 -0.067
O 5.015503 0.002845 -2.211238 0.198 0.106 0.046
O -4.473962 0.422119 0.889189 0.108 0.151 0.154
N 4.138040 -0.666428 -2.719443 0.542 0.079 -0.312
N -0.683527 -1.216394 0.032478 -0.637 -0.339 0.012
N -2.215660 -0.429219 1.580254 -1.139 0.361 0.125
C 0.162893 4.521758 -1.791563 -0.037 0.037 -0.041
C -0.175960 -0.294032 3.546286 -0.033 -0.056 -0.251
C -0.709746 3.416863 -1.284580 -0.019 -0.095 0.006
C -1.046163 -0.874204 1.306214 0.370 -0.215 -0.467
C -2.124162 2.478740 0.429510 -0.067 0.129 0.083
C -0.106715 -1.102293 2.413341 0.249 -0.118 0.438
C -1.749660 1.266416 -1.613184 -0.071 -0.074 -0.145
C 2.759674 -0.197277 -0.758370 0.264 -0.093 -0.322
C 0.695878 -1.704546 -1.847505 -0.106 0.100 0.346
C 1.875323 -1.572718 -2.541358 0.423 0.196 -0.067
C -2.331250 1.367968 -0.364493 -0.338 -0.503 0.155
C 2.911699 -0.819548 -1.994486 -1.177 -0.157 0.678
C 1.648319 -2.379406 3.446137 0.046 -0.064 -0.019
C 1.589093 -1.560282 4.562590 -0.024 0.026 -0.004
C 0.673891 -0.520319 4.612165 0.039 0.024 0.071
C -0.941334 2.291635 -2.070322 -0.054 0.039 0.111
C 1.579758 -0.330945 -0.063903 -0.248 -0.097 -0.102
C 0.806464 -2.155180 2.373144 -0.139 0.080 0.002
C 0.534819 -1.097040 -0.594980 0.817 0.170 -0.305
C -1.317594 3.502478 -0.035359 -0.041 -0.103 -0.006
H -0.903243 0.501845 3.566053 -0.077 0.097 0.042
H 2.016243 -2.038279 -3.504739 -0.020 -0.018 -0.021
H 0.506445 5.154177 -0.977496 0.060 0.067 0.021
H -0.481232 2.217965 -3.044607 0.055 -0.022 -0.108
H -0.396254 5.142255 -2.491786 0.022 0.087 -0.049
H 3.572187 0.395340 -0.367053 0.012 0.022 0.024
H 0.621158 0.111406 5.485893 -0.009 0.058 0.066
H -0.120186 -2.277821 -2.260241 -0.078 -0.097 -0.064
H -1.152315 4.375556 0.578430 0.022 0.084 0.070
H -2.599905 2.522580 1.396268 -0.018 0.116 0.166
H 1.450319 0.169392 0.882186 0.047 0.078 0.032
H 1.025534 4.120765 -2.318872 0.082 0.025 -0.030
H -1.944349 0.394023 -2.217743 0.034 -0.091 -0.097
H 0.843120 -2.806113 1.512432 0.011 -0.041 -0.080
H 2.350393 -3.198738 3.413453 0.052 -0.072 -0.003
H 2.251062 -1.737915 5.396692 0.056 -0.012 0.071
H -1.502001 -1.397847 -0.560585 0.364 -0.013 0.053
```
Forces are in eV/Å.

Its energy above the lowest of the compared OMol25 structures with the same formula, charge and spin is 5.54 kcal per mole. Its SMILES is Cc1ccc(S(=O)(=O)/N=C(\Nc2ccc([N+](=O)[O-])cc2)c2ccccc2)cc1.

=====

Table of orbital gap (eV), in record order: 4.31, 9.09, 8.42
Table of HOMO energy (eV), in record order: 0.394, -9.684, -9.217